115
Properties=species:S:1:pos:R:3:forces:R:3 method="wB97M-V/def2-TZVPD" orbital_gap_ev="6.41 / 5.78" charge=+1 e_homo_ev="-10.14 / -10.26" multiplicity=4 total_energy_ev=-120567.754
Tc 0.139058 0.311129 0.549395 0.4 0.1 -0.5
C 5.323743 -0.394278 1.450654 0.0 0.0 0.0
S 4.210560 -1.451364 2.387252 0.1 -0.1 0.0
C 2.658457 -0.974891 1.819955 -0.1 0.0 0.3
S 2.490823 0.252682 0.582910 -0.2 -0.2 0.0
N 1.673011 -1.588350 2.414895 -0.1 0.2 -0.4
N 0.470033 -1.257930 1.876238 0.4 -0.2 0.2
C -0.555738 -1.916231 2.264125 -0.4 0.0 -0.1
C -1.844378 -1.510790 1.708046 0.3 0.0 0.1
C -3.012372 -2.189739 1.985826 -0.2 -0.1 0.0
C -4.191381 -1.774270 1.387567 0.0 -0.1 0.1
C -4.164915 -0.697869 0.515213 -0.1 0.0 0.0
C -2.964326 -0.054727 0.288438 0.1 -0.1 0.1
N -1.831122 -0.432402 0.888003 -0.1 -0.1 0.1
H 6.322424 -0.722539 1.731917 0.0 0.0 0.0
H 5.196272 0.653414 1.717036 0.0 0.0 0.0
H 5.188867 -0.542286 0.380701 0.0 0.0 0.0
H -0.438153 -2.738975 2.960592 -0.1 0.0 0.0
H -2.982438 -3.042245 2.651664 0.0 0.0 0.0
H -5.119942 -2.290828 1.593934 0.0 0.0 0.0
H -5.058781 -0.350623 0.016591 0.0 0.0 0.0
H -2.900897 0.793880 -0.379395 0.0 0.0 0.0
C -0.520249 1.591145 -3.192908 0.1 0.1 0.1
N 0.131119 2.867770 -3.028770 0.0 -0.1 0.1
C 0.824321 3.156161 -1.805101 -0.1 -0.2 -0.2
P -0.044236 2.716108 -0.222192 0.4 0.4 0.1
C 0.847540 3.909677 0.847765 0.1 -0.1 -0.1
C 0.203881 4.953290 1.505434 0.0 0.0 0.0
C 0.938661 5.852454 2.269014 0.0 0.0 0.0
C 2.314841 5.722143 2.375253 0.0 0.0 0.0
C 2.963752 4.687926 1.714414 0.0 0.0 0.0
C 2.234482 3.783852 0.957926 0.0 0.0 0.0
C -1.717461 3.395625 -0.335820 -0.1 -0.1 0.1
C -2.094655 4.290651 -1.335889 0.0 0.0 0.0
C -3.372699 4.834946 -1.328602 0.0 0.0 0.0
C -4.272607 4.504474 -0.324347 0.0 0.0 0.0
C -3.895588 3.627053 0.685768 0.0 0.0 -0.1
C -2.625556 3.071759 0.675736 0.0 0.1 0.0
C 0.074853 3.824415 -4.055870 0.0 -0.1 0.1
C -0.977277 3.809777 -4.973334 -0.1 0.1 -0.1
C -1.030333 4.751390 -5.992983 0.0 -0.1 0.0
C -0.055025 5.730053 -6.109129 0.0 0.0 0.0
C 0.989112 5.748054 -5.195942 0.0 -0.1 0.1
C 1.064866 4.801379 -4.182724 0.0 0.1 -0.1
P 0.293605 0.164658 -2.323312 -0.1 0.1 -0.1
C -0.615950 -1.139378 -3.228568 -0.1 0.0 0.2
C -0.013317 -1.913247 -4.211793 0.0 -0.1 0.0
C -0.758766 -2.866552 -4.901312 0.0 0.0 0.0
C -2.102752 -3.044719 -4.619937 0.0 0.0 0.0
C -2.710155 -2.271004 -3.636774 0.0 0.0 0.0
C -1.967384 -1.334449 -2.940472 0.0 0.1 0.0
C 1.971041 0.087583 -3.009802 0.0 0.0 0.0
C 2.400159 0.910338 -4.051888 0.0 0.0 0.0
C 3.680539 0.762439 -4.569039 0.0 0.0 0.0
C 4.529801 -0.214566 -4.065667 0.0 0.0 0.0
C 4.098909 -1.048123 -3.041703 0.0 0.0 0.0
C 2.827751 -0.894332 -2.506368 0.0 0.0 0.0
H -0.574902 1.335783 -4.249859 0.0 0.0 -0.1
H -1.556042 1.592617 -2.815171 0.0 0.0 -0.1
H 1.012129 4.223330 -1.732626 0.0 0.1 0.0
H 1.799688 2.650647 -1.735409 0.1 0.0 0.0
H -0.869442 5.077095 1.428750 0.0 0.0 0.0
H 0.428795 6.659485 2.779409 0.0 0.0 0.0
H 2.882831 6.427426 2.968904 0.0 0.0 0.0
H 4.038861 4.582022 1.791115 0.0 0.0 0.0
H 2.753801 2.973348 0.464208 0.0 0.0 0.0
H -1.406361 4.579796 -2.117507 0.0 0.0 0.0
H -3.658229 5.527465 -2.109941 0.0 0.0 0.0
H -5.265262 4.936958 -0.323425 0.0 0.0 0.0
H -4.587103 3.378777 1.481368 0.0 0.0 0.0
H -2.332220 2.396477 1.471241 0.0 0.0 0.0
H -1.767516 3.074452 -4.886756 0.0 0.0 0.0
H -1.853771 4.720806 -6.696102 0.0 0.0 0.0
H -0.104545 6.464360 -6.902202 0.0 0.0 0.0
H 1.769661 6.494198 -5.278994 0.0 0.0 0.0
H 1.917238 4.809340 -3.514544 0.0 0.0 0.0
H 1.036321 -1.791124 -4.444014 0.0 0.0 0.0
H -0.277821 -3.469168 -5.660993 0.0 0.0 0.0
H -2.677177 -3.788237 -5.157451 0.0 0.0 0.0
H -3.759650 -2.409189 -3.407175 0.0 0.0 0.0
H -2.440572 -0.760003 -2.152220 0.0 0.0 0.0
H 1.748529 1.661005 -4.478025 0.0 0.0 0.0
H 4.006788 1.405206 -5.376508 0.0 0.0 0.0
H 5.522979 -0.332085 -4.480759 0.0 0.0 0.0
H 4.744668 -1.829017 -2.658856 0.0 0.0 0.0
H 2.501716 -1.556347 -1.709238 0.1 0.1 -0.1
C -2.000078 1.172828 3.860096 0.0 0.0 -0.1
C -0.501324 0.873547 3.770834 -0.1 0.1 0.0
C 0.224517 1.554059 4.932826 0.0 0.0 0.1
C 0.126471 1.389274 2.465759 -0.4 -0.1 0.0
H -2.429816 0.750210 4.770276 0.0 0.0 0.0
H -2.562550 0.767415 3.014222 0.0 0.0 0.1
H -2.168460 2.254717 3.888226 0.0 0.0 0.0
H -0.356320 -0.197398 3.899555 0.0 0.0 0.0
H 0.161368 2.643708 4.844053 0.0 -0.1 0.0
H 1.280504 1.275025 4.952982 -0.1 0.0 0.0
H -0.218563 1.266540 5.888949 0.0 0.0 0.0
H 1.193357 1.551855 2.609081 0.0 0.0 0.0
H -0.304622 2.374068 2.300783 0.0 0.1 0.1
O 3.212359 -4.914419 -1.329351 0.1 0.0 0.0
S 2.376525 -4.570819 -0.216874 -0.1 -0.1 0.1
O 2.854880 -4.801081 1.116684 0.1 0.1 0.0
N 1.846038 -3.023903 -0.370696 0.0 -0.1 0.2
C 0.543825 -2.977870 -0.503969 -0.1 0.1 -0.3
O -0.144237 -1.918825 -0.625804 0.1 0.0 0.4
C -0.140231 -4.311513 -0.527295 0.1 0.1 0.1
C -1.490447 -4.585199 -0.635980 -0.1 0.0 -0.1
C -1.891709 -5.916915 -0.585199 0.0 0.0 0.0
C -0.954665 -6.937088 -0.425144 0.0 0.0 0.0
C 0.403683 -6.654842 -0.316940 0.0 0.0 -0.1
C 0.779436 -5.327806 -0.378956 -0.1 -0.1 0.1
H -2.199904 -3.777928 -0.779857 0.0 0.0 0.0
H -2.941232 -6.169328 -0.674621 0.0 0.0 0.0
H -1.287651 -7.966736 -0.389305 0.0 0.0 0.0
H 1.134326 -7.444417 -0.198381 0.0 0.0 0.0